## i
DFT (the ωB97M-V functional and the def2-TZVPD basis) results for a cluster of 2 separate species, C4H11N3O2 in total.

Geometry as XYZ:
```
20
Properties=species:S:1:pos:R:3
C 1.91620 -2.26341 0.39833
C 0.58636 -2.92091 0.55224
O -0.42375 -2.46999 -0.17530
O 0.66035 -3.82678 1.29688
H 1.81784 -1.20880 0.47443
H 2.54009 -2.44506 -0.43787
H 2.53334 -2.59065 1.22147
C 0.10002 3.35216 -0.26458
C -1.01075 0.96772 -0.05625
N -0.75085 0.20253 1.00364
N -0.95832 2.39375 -0.56034
N -1.57643 0.11654 -1.12679
H -0.51091 0.60114 1.86264
H -1.28959 -2.98119 -0.01602
H -1.82873 2.76235 -0.84852
H -1.09827 0.21750 -1.86118
H -1.71383 -0.86490 -0.73012
H 0.25630 4.04203 -1.09341
H 1.10781 2.89469 -0.16480
H -0.35690 4.02127 0.52555
```

Values from the calculation:
Total charge: 0
LUMO level in eV: 0.705
HOMO level in eV: -8.96
HOMO-LUMO gap in eV: 9.67
SMILES: [H]/N=C(/N)NC.CC(=O)O

natural (NBO) population analysis, charges in e, atoms 1 to 5: number 1, C, carries -0.728; number 2, C, carries 0.804; number 3, O, carries -0.682; number 4, O, carries -0.586; number 5, H, carries 0.226

## ii
DFT (the ωB97M-V functional and the def2-TZVPD basis) results for a cluster of 2 separate species, C4H11N3O2 in total.

Geometry as XYZ:
```
20
Properties=species:S:1:pos:R:3
C 1.39728 -2.85721 -1.92821
C 1.36990 -1.05802 -0.22125
N 1.80068 -0.05749 -0.82195
N 0.85364 -2.37757 -0.71344
N 1.50591 -1.22516 1.18553
H 1.82111 -0.03824 -1.86555
H -2.67527 0.49134 1.31096
H -0.17717 -2.52265 -0.53647
H 1.86884 -0.42744 1.73485
H 1.12157 -1.85209 1.71124
H 1.68048 -1.88331 -2.52782
H 0.79392 -3.67965 -2.29123
H 2.50977 -3.27569 -1.87265
C -0.97264 2.00427 -0.52778
C -1.63678 2.20185 0.76274
O -2.78528 1.24938 0.74660
O -1.59729 2.65128 1.87178
H -0.93154 2.79716 -1.31700
H -1.17547 1.06975 -1.08444
H 0.15620 1.99174 -0.27296
```

Values from the calculation:
Total charge: 0
LUMO level in eV: 0.501
HOMO level in eV: -9.08
HOMO-LUMO gap in eV: 9.58
SMILES: [H]/N=C(/N)NC.CC(=O)O

natural (NBO) population analysis, charges in e, atoms 1 to 5: number 1, C, carries -0.408; number 2, C, carries 0.595; number 3, N, carries -0.751; number 4, N, carries -0.703; number 5, N, carries -0.814

## iii
DFT (the ωB97M-V functional and the def2-TZVPD basis) results for a cluster of 2 separate species, C4H11N3O2 in total.

Geometry as XYZ:
```
20
Properties=species:S:1:pos:R:3
C 0.99992 0.35272 0.31688
C 1.37264 1.29536 2.50261
N 2.55007 0.82217 2.53779
N 0.58388 1.30667 1.36156
N 0.78320 1.95218 3.58853
H -2.63371 -3.21881 -2.89247
H 2.95700 0.93155 3.45761
H -0.38284 1.16817 1.61676
H 1.35467 2.52012 4.19595
H -0.13513 2.36778 3.47297
H 1.64104 -0.41667 0.74117
H 1.54674 0.89084 -0.45773
H 0.11260 -0.00534 -0.20108
C -0.93648 -1.47499 -3.13180
C -2.27624 -1.36102 -2.48213
O -3.11472 -2.39995 -2.71588
O -2.67064 -0.41362 -1.87060
H -0.62919 -2.38001 -3.65434
H -0.11338 -1.20924 -2.47081
H -1.00943 -0.72788 -3.91502
```

Values from the calculation:
Total charge: 0
LUMO level in eV: 0.505
HOMO level in eV: -9.00
HOMO-LUMO gap in eV: 9.51
SMILES: [H]/N=C(\N)NC.CC(=O)O

natural (NBO) population analysis, charges in e, atoms 1 to 5: number 1, C, carries -0.425; number 2, C, carries 0.576; number 3, N, carries -0.775; number 4, N, carries -0.612; number 5, N, carries -0.857

## iv
DFT (the ωB97M-V functional and the def2-TZVPD basis) results for a structure of composition C4H11N3O2.

Geometry as XYZ:
```
20
Properties=species:S:1:pos:R:3
C 0.47606 -0.73414 -1.53584
C -1.22928 -1.58120 -0.04640
C 0.92381 -1.03558 1.51114
N -0.04457 -0.72429 -0.15812
H -0.19407 -0.17971 -2.19977
H 0.55450 -1.76634 -1.88251
H 1.47500 -0.30045 -1.56082
H -0.96819 -2.61216 -0.29294
H -2.00859 -1.25070 -0.73663
H -1.60664 -1.53437 0.97364
H 0.95616 -2.11155 1.39424
H 0.33117 -0.72928 2.36346
H 1.82825 -0.45843 1.37397
C 0.52324 1.80679 0.22444
N -0.06755 2.98381 -0.07949
N -0.42787 0.78015 0.57013
O -1.67513 1.10205 0.49609
O 1.72574 1.60310 0.15280
H 0.50405 3.72763 -0.43953
H -1.07610 3.01470 -0.12786
```

Values from the calculation:
Total charge: 0
LUMO level in eV: 0.314
HOMO level in eV: -6.85
HOMO-LUMO gap in eV: 7.17

natural (NBO) population analysis, charges in e, atoms 1 to 5: number 1, C, carries -0.442; number 2, C, carries -0.437; number 3, C, carries -0.250; number 4, N, carries -0.223; number 5, H, carries 0.224

Need the numbers? Relative energies in kJ/mol: i 222.9; ii 262.7; iii 0.0; iv 515.1.

## i
DFT (the ωB97M-V functional and the def2-TZVPD basis) results for the molecule C3H8N2O2.

Geometry as XYZ:
```
15
Properties=species:S:1:pos:R:3
C -1.54710 -0.88630 0.57232
C 0.54283 0.74536 -0.22097
C 1.14449 -0.43030 -0.91823
H -0.54397 -1.00130 0.79224
H -2.01241 -1.83744 0.29200
H -2.10958 -0.44988 1.37696
H -1.18304 1.92280 -0.11848
H 0.73033 2.21932 0.91360
H 0.33968 -0.97104 -1.42467
H 2.04419 -0.03563 -1.57055
H 2.01611 -0.70653 0.77471
N -0.69735 1.14562 -0.55127
N 1.26446 1.45622 0.60276
O -1.61800 0.08100 -0.61138
O 1.62936 -1.25190 0.09096
```

Values from the calculation:
Total charge: 0
LUMO level in eV: 0.874
HOMO level in eV: -9.32
HOMO-LUMO gap in eV: 10.19
SMILES: [H]/N=C(/CO)NOC

natural (NBO) population analysis, charges in e, atoms 1 to 5: number 1, C, carries -0.269; number 2, C, carries 0.390; number 3, C, carries -0.131; number 4, H, carries 0.195; number 5, H, carries 0.205

## ii
DFT (the ωB97M-V functional and the def2-TZVPD basis) results for a structure of composition C3H8N2O2.

Geometry as XYZ:
```
15
Properties=species:S:1:pos:R:3
C 2.13292 -0.01762 -0.61189
N -1.70165 0.27667 -0.43498
N -1.22976 -0.09551 1.06408
C 0.02891 -0.52768 0.72871
C 0.84036 0.39746 0.04649
O -2.81845 1.08552 -0.38868
O 0.19336 -1.83949 0.53058
H -3.57095 0.55079 -0.68644
H -0.65481 -2.26951 0.72156
H -0.31969 0.62747 -0.70975
H -1.17922 0.79942 1.54588
H 0.87813 1.37107 0.53651
H 2.46625 0.75434 -1.30689
H 2.93306 -0.15912 0.11850
H 2.00153 -0.95381 -1.15367
```

Values from the calculation:
Total charge: 0
LUMO level in eV: 0.657
HOMO level in eV: -7.72
HOMO-LUMO gap in eV: 8.38

natural (NBO) population analysis, charges in e, atoms 1 to 5: number 1, C, carries -0.625; number 2, N, carries -0.240; number 3, N, carries -0.585; number 4, C, carries 0.584; number 5, C, carries -0.474

Need the numbers? Relative energies in kJ/mol: i 0.0; ii 215.7.

## i
DFT (the ωB97M-V functional and the def2-TZVPD basis) results for the molecule C3H8N2O2.

Geometry as XYZ:
```
15
Properties=species:S:1:pos:R:3
N -0.14136 0.51513 -1.68071
C 0.07391 -0.29081 -0.49896
C -1.20048 -0.21423 0.36423
O -2.40370 -0.32637 -0.37381
C 1.37894 0.06061 0.27088
N 1.34603 -0.24240 1.60886
O 2.23089 0.70398 -0.29050
H -0.07572 1.48567 -1.42964
H 0.68099 0.37426 -2.26412
H 0.14424 -1.37029 -0.69494
H -1.30974 -1.00216 1.11798
H -1.19813 0.71290 0.95383
H -2.15676 -0.25732 -1.31004
H 2.17028 -0.00221 2.14609
H 0.46061 -0.14676 2.08086
```

Values from the calculation:
Total charge: 0
LUMO level in eV: 0.779
HOMO level in eV: -10.03
HOMO-LUMO gap in eV: 10.81
SMILES: NC(=O)[C@H](N)CO

natural (NBO) population analysis, charges in e, atoms 1 to 5: number 1, N, carries -0.826; number 2, C, carries -0.185; number 3, C, carries -0.071; number 4, O, carries -0.718; number 5, C, carries 0.670

## ii
DFT (the ωB97M-V functional and the def2-TZVPD basis) results for a cluster of 2 separate species, C3H8N2O2 in total.

Geometry as XYZ:
```
15
Properties=species:S:1:pos:R:3
C 0.06392 0.45897 1.73088
N 0.12876 1.12813 0.42881
H 0.91420 1.76874 0.38154
H -0.76005 1.57395 0.19347
H -0.03164 1.16985 2.55475
H 0.96520 -0.14448 1.84620
H -0.80180 -0.20414 1.73105
N -1.35252 -0.44851 -1.11591
C 0.29115 -0.19018 -1.05953
C 1.10372 -1.23922 -0.88517
O -1.74059 -1.58195 -1.25575
O -2.09263 0.53153 -1.02044
H 0.48648 0.57420 -1.79878
H 1.99807 -1.32847 -1.48003
H 0.82773 -2.06842 -0.25108
```

Values from the calculation:
Total charge: 0
LUMO level in eV: 0.446
HOMO level in eV: -8.12
HOMO-LUMO gap in eV: 8.56
SMILES: C=C[N+](=O)[O-].CN

natural (NBO) population analysis, charges in e, atoms 1 to 5: number 1, C, carries -0.427; number 2, N, carries -0.712; number 3, H, carries 0.382; number 4, H, carries 0.409; number 5, H, carries 0.200

Need the numbers? Relative energies in kJ/mol: i 0.0; ii 507.0.

## i
DFT (the ωB97M-V functional and the def2-TZVPD basis) results for the molecule C3H8N2O2.

Geometry as XYZ:
```
15
Properties=species:S:1:pos:R:3
N -0.71562 -1.86199 0.03757
C 0.30495 -0.85280 0.13390
O 1.48427 -1.53653 0.37992
N 0.35305 -0.03824 -1.07044
C 0.17135 1.36133 -0.70266
C -0.45854 1.26226 0.68536
O 0.09987 0.07212 1.20561
H -0.45143 -2.64193 0.63147
H -1.59015 -1.48672 0.39234
H -0.33318 -0.37935 -1.73119
H -0.45115 1.89110 -1.42932
H 1.14066 1.87285 -0.65071
H -1.55692 1.19006 0.62203
H -0.19967 2.08516 1.35692
H 2.20252 -0.93730 0.13918
```

Values from the calculation:
Total charge: 0
LUMO level in eV: 0.911
HOMO level in eV: -9.39
HOMO-LUMO gap in eV: 10.30
SMILES: N[C@@]1(O)NCCO1

natural (NBO) population analysis, charges in e, atoms 1 to 5: number 1, N, carries -0.857; number 2, C, carries 0.742; number 3, O, carries -0.703; number 4, N, carries -0.662; number 5, C, carries -0.251

## ii
DFT (the ωB97M-V functional and the def2-TZVPD basis) results for the molecule C3H8N2O2.

Geometry as XYZ:
```
15
Properties=species:S:1:pos:R:3
N -0.94964 -1.36551 1.53636
C -0.41979 -0.95585 0.35914
O 0.38643 -1.80997 -0.25324
N -1.06489 0.01267 -0.35055
C -0.16756 0.77043 -1.22008
C 1.03358 1.19724 -0.33156
O 1.34319 0.15605 0.50837
H -0.39988 -2.07181 2.00296
H -1.36519 -0.67595 2.14487
H -1.66284 0.59930 0.21954
H -0.71874 1.60328 -1.66526
H 0.15990 0.10219 -2.02163
H 0.74363 2.10509 0.23639
H 1.86505 1.49178 -0.99458
H 1.21673 -1.15895 -0.17072
```

Values from the calculation:
Total charge: 0
LUMO level in eV: 0.706
HOMO level in eV: -8.76
HOMO-LUMO gap in eV: 9.46

natural (NBO) population analysis, charges in e, atoms 1 to 5: number 1, N, carries -0.792; number 2, C, carries 0.847; number 3, O, carries -0.740; number 4, N, carries -0.593; number 5, C, carries -0.259

## iii
DFT (the ωB97M-V functional and the def2-TZVPD basis) results for the molecule C3H8N2O2.

Geometry as XYZ:
```
15
Properties=species:S:1:pos:R:3
C 0.80881 2.40889 -1.24377
C -0.51999 -0.92260 0.43727
C -0.13538 1.15102 -0.98225
N -0.54316 -2.70370 2.06118
N 0.07174 -1.53908 1.54037
O -1.55611 -1.13306 -0.14691
O 0.16581 0.31161 0.17561
H 1.62923 2.27026 -0.49983
H 1.22092 2.28468 -2.20851
H -0.16777 0.39633 -1.82205
H 0.49595 3.44162 -1.12249
H -1.14976 1.53777 -1.01725
H 0.04876 -3.49506 1.69399
H -1.38957 -2.65412 1.54623
H 1.02052 -1.35455 1.58841
```

Values from the calculation:
Total charge: 0
LUMO level in eV: 0.821
HOMO level in eV: -9.28
HOMO-LUMO gap in eV: 10.10
SMILES: CCOC(=O)NN

natural (NBO) population analysis, charges in e, atoms 1 to 5: number 1, C, carries -0.639; number 2, C, carries 0.865; number 3, C, carries -0.064; number 4, N, carries -0.615; number 5, N, carries -0.479

Need the numbers? Relative energies in kJ/mol: i 0.0; ii 99.8; iii 159.2.